Model one:
Molecular formula: C5H10O
Method: DFT, ωB97M-V/def2-TZVPD

Bonds (Å) are listed after each position.
Atoms and positions in Å:
1 O 2.4629 0.1929 0.9096  C4 1.403, H11 0.966
2 C -2.3656 1.9015 -0.2427  C5 1.509, H7 1.086, H12 1.091, H15 1.098
3 C -1.8563 -0.5329 -0.5609  C5 1.333, H10 1.084, H13 1.090
4 C 2.0672 -1.1179 0.6025  O1 1.403, C6 1.384, H8 1.082
5 C -1.6119 0.6268 0.0497  C2 1.509, C3 1.333, H14 1.088
6 C 1.4899 -1.3481 -0.6342  C4 1.384, H9 1.077, H16 1.102
7 H -2.8500 2.0381 -1.2050  C2 1.086
8 H 2.1601 -1.8471 1.3964  C4 1.082
9 H 0.5672 -1.8743 -0.8149  C6 1.077
10 H -1.2788 -1.4391 -0.4219  C3 1.084
11 H 2.9189 0.6356 0.1827  O1 0.966
12 H -3.0905 1.9323 0.5723  C2 1.091
13 H -2.7163 -0.7705 -1.1871  C3 1.090
14 H -1.1449 0.5238 1.0265  C5 1.088
15 H -1.7033 2.7637 -0.0888  C2 1.098
16 H 1.6849 -0.6389 -1.4545  C6 1.102

Kohn-Sham gap (alpha / beta): 0.0943 / 0.2210 Eh
expectation value of S²: 0.75
net charge: -1
LUMO level (alpha / beta): 3.849 / 3.696 eV
2S+1: 2

***

Model two:
Molecular formula: C5H10O
Method: DFT, ωB97M-V/def2-TZVPD

Bonds (Å) are listed after each position.
Atoms and positions in Å:
1 O 0.5858 -1.2208 1.3401  C2 1.272
2 C -0.6693 -1.2768 1.1398  O1 1.272, C5 1.522, H7 1.099
3 C 1.5155 2.2327 -1.0850  C4 1.495, H9 1.111, H11 1.077, H14 1.083
4 C 0.5680 1.0823 -0.9679  C3 1.495, C6 1.340, H15 1.083
5 C -1.6639 -1.8935 2.1124  C2 1.522, H8 1.078, H12 1.099, H13 1.083
6 C 0.4772 0.1098 -1.8860  C4 1.340, H10 1.081, H16 1.077
7 H -1.1048 -1.0605 0.1548  C2 1.099
8 H -2.6025 -2.1348 1.6407  C5 1.078
9 H 1.1413 3.0555 -1.7307  C3 1.111
10 H 0.5290 0.3093 -2.9471  C6 1.081
11 H 2.4935 1.9733 -1.4552  C3 1.077
12 H -1.2393 -2.8327 2.4951  C5 1.099
13 H -1.8445 -1.2619 2.9732  C5 1.083
14 H 1.6663 2.6881 -0.1139  C3 1.083
15 H -0.0465 1.1173 -0.0764  C4 1.083
16 H 0.1944 -0.8873 -1.5940  C6 1.077

Kohn-Sham gap (alpha / beta): 0.1233 / 0.2559 Eh
expectation value of S²: 0.75
net charge: -1
LUMO level (alpha / beta): 4.018 / 3.991 eV
2S+1: 2

***

Model three:
Molecular formula: C5H10O
Method: DFT, ωB97M-V/def2-TZVPD

Bonds (Å) are listed after each position.
Atoms and positions in Å:
1 O 5.0491 -0.4876 -2.4614  H8 0.965, H12 0.964
2 C -0.9589 -1.6125 0.5891  C3 1.420, C4 1.393, H9 1.090
3 C -0.3279 -1.8065 1.8460  C2 1.420, H15 1.089, H16 1.088
4 C -1.4430 -0.3940 0.1190  C2 1.393, C6 1.376, H13 1.086
5 C -2.0586 2.0684 0.0945  C6 1.487, H7 1.099, H10 1.092, H14 1.110
6 C -1.2631 0.8990 0.5549  C4 1.376, C5 1.487, H11 1.091
7 H -2.4249 2.7083 0.9098  C5 1.099
8 H 5.5415 -0.6694 -3.2711  O1 0.965
9 H -0.8827 -2.4153 -0.1440  C2 1.090
10 H -2.8570 1.7580 -0.5830  C5 1.092
11 H -0.3984 1.2256 1.1354  C6 1.091
12 H 5.4963 0.3156 -2.1697  O1 0.964
13 H -1.9590 -0.4501 -0.8349  C4 1.086
14 H -1.4018 2.7010 -0.5392  C5 1.110
15 H -0.7183 -1.4852 2.8102  C3 1.089
16 H 0.6066 -2.3550 1.9444  C3 1.088

Kohn-Sham gap (alpha / beta): 0.1034 / 0.1614 Eh
expectation value of S²: 0.78
net charge: -1
LUMO level (alpha / beta): 2.774 / 2.773 eV
2S+1: 2

***

Which one is most stable, and which one is least stable? model three is the most stable of them, while model one is the least stable.

***

Model one:
Molecular formula: C8H24O4
Method: DFT, ωB97M-V/def2-TZVPD

Bonds (Å) are listed after each position.
Atoms and positions in Å:
1 O -1.5421 -0.0491 0.5917  C12 1.407, H18 0.928
2 O -2.2691 -2.7621 1.0967  C11 1.397, H34 0.876
3 O -1.8801 2.6179 -0.4213  C7 1.392, H19 0.981
4 O 3.7079 -0.0481 -0.6933  C10 1.309, H32 1.018
5 C -1.1211 -4.1011 -0.3403  C11 1.482, H26 0.985, H30 0.997, H35 1.115
6 C -0.1201 0.0309 2.5757  C12 1.542, H13 1.274, H22 0.938, H33 1.047
7 C -1.8871 2.2929 -1.7753  O3 1.392, C9 1.490, H16 1.054, H24 1.097
8 C 4.2439 0.8559 1.2877  C10 1.487, H17 1.183, H20 1.198, H29 1.192
9 C -2.2731 3.5139 -2.5373  C7 1.490, H23 1.067, H27 1.083, H36 1.069
10 C 4.4449 0.9069 -0.1843  O4 1.309, C8 1.487, H21 0.981, H25 1.194
11 C -2.2731 -3.1751 -0.2383  O2 1.397, C5 1.482, H14 1.112, H15 1.125
12 C -0.2291 0.1739 1.0447  O1 1.407, C6 1.542, H28 1.019, H31 1.097
13 H 1.0159 0.5119 2.8937  C6 1.274
14 H -2.2251 -2.2721 -0.8853  C11 1.112
15 H -3.2291 -3.5271 -0.7153  C11 1.125
16 H -2.2211 1.3319 -2.0503  C7 1.054
17 H 4.1699 -0.1911 1.8327  C8 1.183
18 H -1.8151 -0.8771 0.9097  O1 0.928
19 H -1.7421 1.7919 0.0897  O3 0.981
20 H 3.0979 1.0639 1.5677  C8 1.198
21 H 4.1419 1.7529 -0.5783  C10 0.981
22 H -0.6931 0.7669 2.6707  C6 0.938
23 H -2.2821 3.2849 -3.5793  C9 1.067
24 H -0.9001 1.9999 -2.1533  C7 1.097
25 H 5.5659 0.5639 -0.4103  C10 1.194
26 H -1.2831 -4.5051 -1.2243  C5 0.985
27 H -1.6521 4.3789 -2.3393  C9 1.083
28 H 0.3239 -0.4211 0.4297  C12 1.019
29 H 4.8369 1.6129 1.9917  C8 1.192
30 H -1.1421 -4.8811 0.2807  C5 0.997
31 H 0.1479 1.1449 0.6997  C12 1.097
32 H 3.6649 0.2809 -1.6553  O4 1.018
33 H -0.4901 -0.8261 3.0497  C6 1.047
34 H -2.7531 -3.3761 1.4927  O2 0.876
35 H -0.0731 -3.7221 -0.3863  C5 1.115
36 H -3.2661 3.8569 -2.3373  C9 1.069

Kohn-Sham gap: 0.3613 Eh
LUMO level: 0.617 eV
SMILES: CCO.CCO.CCO.CCO

***

Model two:
Molecular formula: C8H24O4
Method: DFT, ωB97M-V/def2-TZVPD

Bonds (Å) are listed after each position.
Atoms and positions in Å:
1 O -0.8450 -3.1286 -1.2136  C5 1.438, H20 0.965
2 O 1.5265 1.4945 1.3877  C11 1.422, H27 0.960
3 O 2.3001 -2.7329 -1.3297  C9 1.424, H30 0.960
4 O -2.4569 3.6863 -0.8821  C8 1.433, H14 0.961
5 C -1.4930 -1.9371 -0.7363  O1 1.438, C7 1.537, H26 1.094, H34 1.087
6 C 1.3892 0.1300 3.3355  C11 1.514, H24 1.092, H32 1.092, H33 1.090
7 C -1.0038 -1.7012 0.7021  C5 1.537, H19 1.086, H28 1.088, H36 1.097
8 C -3.5733 3.0458 -1.5111  O4 1.433, C12 1.527, H23 1.090, H31 1.091
9 C 2.7804 -1.3940 -1.2564  O3 1.424, C10 1.536, H21 1.087, H25 1.098
10 C 3.6681 -1.1683 -0.0238  C9 1.536, H15 1.096, H22 1.088, H35 1.087
11 C 0.7802 1.2920 2.5806  O2 1.422, C6 1.514, H17 1.096, H18 1.095
12 C -2.9692 2.0389 -2.4872  C8 1.527, H13 1.097, H16 1.090, H29 1.088
13 H -3.7308 1.5533 -3.1101  C12 1.097
14 H -2.6471 3.8821 0.0395  O4 0.961
15 H 3.2099 -1.7904 0.7537  C10 1.096
16 H -2.3367 2.5354 -3.2225  C12 1.090
17 H 0.7155 2.1774 3.2234  C11 1.096
18 H -0.2577 1.0806 2.3015  C11 1.095
19 H 0.0787 -1.6184 0.6955  C7 1.086
20 H 0.0502 -2.8816 -1.4742  O1 0.965
21 H 1.9803 -0.6637 -1.3403  C9 1.087
22 H 4.6801 -1.5553 -0.1206  C10 1.088
23 H -4.2051 2.5314 -0.7865  C8 1.090
24 H 0.8383 -0.0837 4.2533  C6 1.092
25 H 3.3921 -1.2340 -2.1541  C9 1.098
26 H -1.1909 -1.1033 -1.3771  C5 1.094
27 H 0.9580 1.8506 0.7010  O2 0.960
28 H -1.3484 -2.5056 1.3481  C7 1.088
29 H -2.4344 1.2395 -1.9796  C12 1.088
30 H 3.0073 -3.3380 -1.0963  O3 0.960
31 H -4.1685 3.7726 -2.0658  C8 1.091
32 H 1.3446 -0.7620 2.7075  C6 1.092
33 H 2.4321 0.2693 3.6195  C6 1.090
34 H -2.5682 -2.0642 -0.8329  C5 1.087
35 H 3.5894 -0.1279 0.2818  C10 1.087
36 H -1.4918 -0.7895 1.0692  C7 1.097

Kohn-Sham gap: 0.3792 Eh
LUMO level: 0.515 eV
SMILES: CCO.CCO.CCO.CCO

***

Model three:
Molecular formula: C8H24O4
Method: DFT, ωB97M-V/def2-TZVPD

Bonds (Å) are listed after each position.
Atoms and positions in Å:
1 O 3.1783 -6.9081 3.4339  C11 1.447, H35 0.960
2 O -4.2444 2.3057 -0.2200  C6 1.403, H14 0.960
3 O 2.5255 5.9038 -2.7129  C5 1.347, H31 0.960
4 O 0.5234 -2.7933 -2.6796  C9 1.364, H15 0.960
5 C 2.5976 4.5822 -2.4626  O3 1.347, C12 1.499, H24 1.090, H34 1.090
6 C -4.9218 3.5103 -0.4635  O2 1.403, C8 1.506, H13 1.090, H20 1.090
7 C 3.0021 -4.4939 3.8364  C11 1.508, H17 1.090, H21 1.090, H25 1.090
8 C -6.2963 3.3838 0.1399  C6 1.506, H16 1.090, H32 1.090, H36 1.090
9 C 0.7050 -3.0814 -1.3588  O4 1.364, C10 1.537, H27 1.090, H29 1.090
10 C 0.1056 -1.9226 -0.5455  C9 1.537, H23 1.090, H26 1.090, H28 1.090
11 C 2.7934 -5.6327 2.8703  O1 1.447, C7 1.508, H30 1.090, H33 1.090
12 C 1.7261 4.1872 -1.3083  C5 1.499, H18 1.090, H19 1.090, H22 1.090
13 H -4.2596 4.1340 0.1370  C6 1.090
14 H -4.7310 1.6313 -0.6996  O2 0.960
15 H -0.0299 -2.0102 -2.6320  O4 0.960
16 H -6.1971 3.1690 1.2039  C8 1.090
17 H 2.4797 -4.7151 4.7672  C7 1.090
18 H 2.1240 3.2503 -0.9187  C12 1.090
19 H 0.6541 4.1546 -1.5031  C12 1.090
20 H -4.9588 3.8364 -1.5030  C6 1.090
21 H 2.5126 -3.6015 3.4464  C7 1.090
22 H 1.9720 4.8951 -0.5168  C12 1.090
23 H -0.8897 -1.6721 -0.9125  C10 1.090
24 H 2.4366 3.9848 -3.3600  C5 1.090
25 H 4.0444 -4.2231 4.0051  C7 1.090
26 H 0.7247 -1.0393 -0.7026  C10 1.090
27 H 0.1114 -3.9657 -1.1269  C9 1.090
28 H 0.0439 -2.1725 0.5137  C10 1.090
29 H 1.7628 -3.3380 -1.2998  C9 1.090
30 H 1.7435 -5.6817 2.5816  C11 1.090
31 H 3.1256 5.9981 -3.4562  O3 0.960
32 H -6.8209 2.5121 -0.2513  C8 1.090
33 H 3.2346 -5.6017 1.8741  C11 1.090
34 H 3.6137 4.3471 -2.1459  C5 1.090
35 H 2.5097 -7.1937 4.0609  O1 0.960
36 H -6.9009 4.2608 -0.0908  C8 1.090

Kohn-Sham gap: 0.3920 Eh
LUMO level: 0.575 eV
SMILES: CCO.CCO.CCO.CCO

***

Which one is most stable, and which one is least stable? model two is the most stable of them, while model one is the least stable.